{"formula": "C19H36ClN4O11", "method": "ωB97M-V/def2-TZVPD", "multiplicity": 1, "total_energy_ha": -2252.1374, "total_charge": 1, "homo_lumo_gap_ev": 8.43, "homo_energy_ev": -11.6029, "elements": ["C", "C", "O", "C", "N", "C", "C", "O", "C", "C", "N", "C", "C", "C", "N", "N", "Cl", "H", "H", "H", "H", "H", "H", "H", "H", "H", "H", "H", "H", "H", "H", "H", "H", "H", "H", "C", "O", "C", "O", "O", "C", "H", "H", "H", "H", "H", "H", "C", "O", "C", "O", "O", "C", "H", "H", "H", "H", "H", "H", "C", "O", "C", "O", "O", "C", "H", "H", "H", "H", "H", "H"], "coordinates": [[0.36090, 1.01915, 4.23880], [-0.00983, 0.90975, 2.77256], [-1.40618, 1.08520, 2.56475], [0.77407, 1.87813, 1.88347], [0.77473, 3.27092, 2.35716], [0.36705, 4.24436, 1.32583], [0.91149, 5.62525, 1.68439], [2.03997, 5.96318, 0.81629], [3.19606, 6.15535, 1.42221], [3.77123, 7.31759, 1.82576], [5.00353, 7.01505, 2.36792], [5.21028, 5.70135, 2.32723], [6.41920, 4.97766, 2.78733], [7.58921, 5.57947, 2.03483], [8.15849, 6.61292, 2.46543], [4.12405, 5.15635, 1.76366], [3.86661, 3.52019, 1.47883], [0.24978, 2.03389, 4.62373], [1.39073, 0.73330, 4.42752], [-0.33129, 0.40932, 4.81010], [0.26745, -0.08616, 2.43750], [-1.58275, 2.02128, 2.69732], [1.80952, 1.51504, 1.90415], [0.43912, 1.78330, 0.85311], [0.09647, 3.37159, 3.10275], [-0.71579, 4.28859, 1.20862], [0.79398, 3.97565, 0.36435], [0.14320, 6.36545, 1.47809], [1.17430, 5.69480, 2.73479], [3.40885, 8.32411, 1.77283], [5.66908, 7.68464, 2.72562], [6.54273, 5.09687, 3.85867], [6.34757, 3.93765, 2.49631], [7.86213, 5.09714, 1.09559], [8.90471, 6.90581, 1.83868], [-3.24644, -2.11458, 3.14440], [-1.90697, -2.43643, 3.53639], [-1.58463, -3.71911, 3.37748], [-2.30450, -4.57953, 2.94805], [-0.31980, -3.88169, 3.77095], [0.16028, -5.22382, 3.65076], [-3.37395, -1.05063, 3.32035], [-3.39711, -2.31899, 2.08596], [-3.96902, -2.66761, 3.74102], [0.13419, -5.55003, 2.61288], [-0.42636, -5.89837, 4.27064], [1.18846, -5.21675, 4.00049], [-1.62371, -3.32046, -1.34924], [-2.89772, -2.67361, -1.35662], [-3.74979, -3.15991, -2.25761], [-3.52208, -4.05775, -3.02663], [-4.88954, -2.48265, -2.16447], [-5.90123, -2.90447, -3.08489], [-1.02968, -2.83747, -0.57805], [-1.72969, -4.37566, -1.10536], [-1.12468, -3.20294, -2.30954], [-6.16867, -3.94477, -2.91033], [-5.56733, -2.76763, -4.11185], [-6.76676, -2.27536, -2.90157], [-3.15991, -5.36044, -5.60714], [-3.45809, -4.98899, -6.96060], [-2.46984, -5.20725, -7.82192], [-1.39023, -5.66994, -7.56068], [-2.87929, -4.82228, -9.03228], [-1.90862, -5.00341, -10.06400], [-4.03611, -5.13294, -5.01836], [-2.95021, -6.42737, -5.54389], [-2.31946, -4.78719, -5.22837], [-1.64892, -6.05510, -10.16762], [-1.01592, -4.41502, -9.86014], [-2.36735, -4.65398, -10.98440]], "lowdin_charge": [-0.036, -0.424, -0.023, -0.201, -0.076, -0.191, -0.114, 0.000, -0.328, 0.061, 0.169, -0.273, -0.075, -0.223, 0.124, -0.328, 0.910, 0.071, 0.087, 0.088, 0.143, 0.081, 0.089, 0.123, 0.091, 0.124, 0.119, 0.127, 0.131, 0.147, 0.179, 0.140, 0.096, 0.128, 0.072, -0.029, -0.006, -0.629, 0.130, -0.004, -0.038, 0.086, 0.096, 0.100, 0.097, 0.099, 0.092, -0.036, 0.005, -0.610, 0.110, 0.011, -0.030, 0.088, 0.101, 0.097, 0.100, 0.099, 0.094, -0.039, 0.009, -0.628, 0.121, 0.002, -0.043, 0.071, 0.102, 0.090, 0.097, 0.096, 0.092]}